[1]
Entry from the Open Molecules 2025 dataset: C4H8N2O in the gas phase at a distorted geometry (wB97M-V/def2-TZVPD).

Geometry as XYZ:
```
15
Properties=species:S:1:pos:R:3:lowdin_charge:R:1
H 2.940 -1.925 -0.661 0.09
H -2.349 -0.206 0.912 0.07
N 1.305 -1.115 -0.424 0.00
N -0.492 1.509 0.043 0.02
C -0.624 0.066 -0.428 -0.34
H 1.653 1.805 0.477 0.11
C 0.778 1.215 0.786 -0.09
H -0.369 2.215 -0.674 0.09
H 0.666 1.296 1.872 0.10
C -1.941 -0.572 -0.035 -0.06
H -2.679 -0.365 -0.822 0.07
H -0.263 -0.534 -1.348 0.15
C 0.685 -0.185 0.192 -0.26
O 2.489 -1.549 0.103 -0.04
H -1.799 -1.656 0.008 0.08
```

**Frontier orbital gap**: 9.924 eV
**LUMO energy**: 0.830 eV
**Molar mass**: 100.12 g/mol
**Total energy**: -9301.0919 eV
**Largest force on an atom**: 2.85 eV Å⁻¹
**SMILES**: C[C@H]1NC/C1=N\O
**HOMO**: -9.09 eV

[2]
Entry from the Open Molecules 2025 dataset: C4H8N2O in the gas phase at a distorted geometry (wB97M-V/def2-TZVPD).

Geometry as XYZ:
```
15
Properties=species:S:1:pos:R:3:lowdin_charge:R:1
H -1.272 -2.650 0.215 0.09
H -0.481 0.995 1.157 0.15
H -2.297 -1.215 0.465 0.09
N -0.263 -0.812 0.256 -0.17
C 0.320 1.333 -0.665 -0.24
H 0.798 3.013 0.534 0.05
H 1.462 3.019 -1.199 0.05
C 0.944 -1.356 0.654 -0.29
C 0.879 2.522 -0.430 -0.01
N -0.409 0.583 0.225 -0.02
C -1.427 -1.605 -0.070 -0.03
H 1.700 -0.582 0.878 0.14
H 0.444 0.851 -1.634 0.12
H -1.600 -1.551 -1.149 0.09
O 1.201 -2.547 0.761 0.01
```

**Frontier orbital gap**: 9.689 eV
**LUMO energy**: 0.888 eV
**Molar mass**: 100.12 g/mol
**Total energy**: -9303.8615 eV
**Largest force on an atom**: 1.50 eV Å⁻¹
**SMILES**: C=CNN(C)C=O
**HOMO**: -8.80 eV

[3]
Entry from the Open Molecules 2025 dataset: C4H8N2O in the gas phase at a distorted geometry (wB97M-V/def2-TZVPD).

Geometry as XYZ:
```
15
Properties=species:S:1:pos:R:3:lowdin_charge:R:1
O -2.546 -1.102 -0.655 0.03
H -0.196 1.771 0.683 0.13
H 2.193 0.499 0.652 0.12
N -1.251 -0.029 0.894 0.06
H -0.671 -0.806 -2.148 0.14
H 0.427 0.659 2.057 0.10
C -1.494 -0.563 -0.349 -0.58
C -0.058 0.757 1.108 -0.17
N -0.444 -0.461 -1.233 0.07
H 1.014 1.046 -1.375 0.12
H 1.282 -0.994 0.881 0.12
C 0.907 0.017 -1.007 -0.23
H -1.953 -0.208 1.594 0.14
H 1.598 -0.613 -1.565 0.11
C 1.199 0.028 0.460 -0.17
```

**Frontier orbital gap**: 10.252 eV
**LUMO energy**: 0.852 eV
**Molar mass**: 100.12 g/mol
**Total energy**: -9305.6893 eV
**Largest force on an atom**: 2.31 eV Å⁻¹
**SMILES**: O=C1NCCCN1
**HOMO**: -9.40 eV